Entry 1:
# C3H8O2Si

2 unconnected molecules or ions with the total composition C3H8O2Si at a distorted geometry (ωB97M-V with the def2-TZVPD basis set, OMol25).

XYZ file:
```
14
Properties=species:S:1:pos:R:3:lowdin_charge:R:1
H -0.63 -1.64 0.47 0.03
H -2.45 -1.52 0.73 0.06
H -2.36 0.58 -0.65 0.10
C -0.12 0.71 -0.63 -0.15
C -1.52 -1.00 0.49 0.01
C -1.40 0.18 -0.23 -0.24
H 1.91 -2.39 -0.42 0.05
O 2.28 0.43 0.91 -0.21
H -0.24 2.40 -3.08 0.11
H 2.42 0.50 -1.46 -0.01
H -0.08 1.61 -1.28 -0.04
O 1.26 -1.71 -0.46 -0.15
Si 1.54 -0.08 -0.47 0.33
H 3.17 0.89 1.09 0.10
```

Results
E_HOMO (spin up / spin down) in eV: -7.92 / -10.03
2S+1: 1
Total charge: 0
E_LUMO (spin up / spin down) in eV: -0.09 / -0.51
Maximum force in eV/Å: 2.84

---

Entry 2:
# C33H54BN5O5

6 unconnected molecules or ions with the total composition C33H54BN5O5 at a distorted geometry (ωB97M-V with the def2-TZVPD basis set, OMol25).

XYZ file:
```
98
Properties=species:S:1:pos:R:3:lowdin_charge:R:1
C -2.42 -3.38 0.24 -0.15
C 7.74 -3.31 0.22 -0.11
H 7.03 -3.76 0.92 0.07
C -2.93 1.76 -3.53 -0.09
H 7.66 -3.93 4.55 0.08
H -1.93 -6.54 2.65 0.07
H -11.85 3.48 -4.66 0.07
H -4.99 -1.40 -4.85 0.08
C 6.99 -1.67 2.62 -0.15
N 6.19 -2.10 3.49 0.11
H -8.34 2.17 -2.52 0.11
C -10.20 2.79 -3.43 -0.28
C -0.72 4.25 3.75 0.01
H 7.87 -0.07 1.50 0.11
C 7.95 -1.16 1.56 -0.19
H -1.70 6.81 -1.52 0.14
C -1.36 1.89 2.39 -0.18
O -1.03 4.70 -1.81 -0.08
H -10.76 1.92 -3.07 0.11
H 9.18 -3.14 6.37 0.11
C -0.88 1.76 -0.50 -0.18
H 6.60 -1.51 -0.09 0.11
H -10.36 3.59 -2.69 0.11
H 2.01 0.20 0.06 0.12
B -0.37 4.87 -0.50 -0.38
H 8.98 -1.40 1.86 0.09
H -4.87 2.68 -3.47 0.11
H -3.40 -0.70 -4.51 0.07
H 7.52 -3.71 -0.78 0.07
C 9.66 -3.89 3.78 -0.16
H -4.32 -0.15 -5.93 0.08
H -1.79 -5.89 1.01 0.07
H 11.21 -4.53 5.89 0.07
H -0.47 4.88 4.73 0.13
C -0.95 2.77 3.76 0.01
H 1.13 6.00 -1.33 0.11
H -1.71 2.25 -1.20 0.08
H 8.47 -5.51 4.53 0.12
C -0.64 6.41 -3.62 -0.09
N -8.30 0.38 -5.30 0.12
H 10.65 -4.76 7.55 0.07
H 8.29 -4.59 6.85 0.11
O 0.71 5.91 -0.42 0.04
O 2.07 -2.00 -0.19 -0.27
H -4.24 -3.84 1.30 0.12
H -10.72 2.44 -5.52 0.07
C -4.40 -0.47 -4.89 -0.10
H 0.02 7.31 -3.26 0.08
H 3.69 -2.84 0.91 0.10
H -3.09 -4.51 3.42 0.11
N 10.53 -3.43 2.99 0.11
H 1.38 -0.54 -1.63 0.14
H -5.16 0.25 -3.01 0.12
H 0.15 1.95 -1.06 0.14
C -2.53 -4.46 2.49 -0.27
C -8.71 2.47 -3.51 -0.19
C 10.38 -4.92 6.50 -0.12
C -0.84 4.99 2.27 -0.18
C 8.62 -4.44 4.73 -0.19
C -0.99 2.55 0.94 -0.01
C -5.08 0.61 -4.04 -0.28
H 8.75 -3.62 0.50 0.07
C -8.48 1.33 -4.49 -0.17
H -3.39 -6.28 1.67 0.08
H -0.88 2.24 4.83 0.12
C -1.22 0.16 -0.45 -0.22
H -6.10 0.75 -4.41 0.05
H -1.30 6.63 -4.56 0.08
H -2.30 0.01 0.02 0.12
H 10.31 -6.00 6.33 0.08
H 3.66 -0.95 0.94 0.09
N -1.76 -3.29 -0.83 0.13
H 0.00 -0.56 1.41 0.10
H -1.53 -4.09 2.73 0.11
H -4.28 2.32 -5.10 0.12
C 9.07 -4.22 6.18 -0.27
C -3.22 -3.49 1.53 -0.18
O -0.97 6.33 2.21 -0.04
H 2.42 -1.99 2.01 0.10
C -0.06 -0.77 0.26 -0.18
H -10.27 4.12 -5.15 0.08
H -0.42 -1.90 0.12 0.07
H -8.14 3.35 -3.84 0.12
C 1.42 -0.68 -0.47 -0.19
H 0.04 5.47 -3.89 0.10
H 8.30 -1.38 -0.55 0.11
N -1.77 1.61 -3.07 0.14
H -2.65 5.73 -2.77 0.13
C -1.57 5.97 -2.33 -0.22
C -2.41 -5.87 1.92 -0.12
C -0.76 4.05 0.89 0.07
C -10.79 3.23 -4.77 -0.11
H -1.32 -0.19 -1.58 0.10
H -3.30 -2.50 1.99 0.11
C 7.62 -1.79 0.21 -0.27
C -4.34 1.94 -4.07 -0.18
C 2.97 -1.90 0.98 -0.14
O -1.99 0.74 2.62 -0.05
```

Results
E_HOMO in eV: -9.13
Structure (SMILES): CCOB(O)C1=C(CCCCOC)C(=O)C=CC1=O.CCCC#N.CCCC#N.CCCC#N.CCCC#N.CCCC#N
2S+1: 1
Total charge: 0
E_LUMO in eV: -1.59
Maximum force in eV/Å: 10.51

---

Entry 3:
# C15H29BBr2FIN3O6PS

A molecular structure, C15H29BBr2FIN3O6PS at a distorted geometry (ωB97M-V with the def2-TZVPD basis set, OMol25).

XYZ file:
```
60
Properties=species:S:1:pos:R:3:lowdin_charge:R:1
H 0.10 1.51 -2.58 0.07
H 3.48 0.68 -0.93 0.10
F 1.82 5.13 -0.82 -0.02
H -0.76 1.42 -4.33 0.10
Br -3.85 -3.67 -0.07 0.63
H -4.86 -0.77 1.22 0.09
H -3.07 1.32 -3.23 0.12
P 0.56 1.65 4.32 0.78
H 6.18 -0.67 1.38 0.08
C 2.14 -1.20 -0.91 -0.21
H -0.45 -4.69 1.09 -0.09
O 2.67 2.04 2.04 0.02
C 0.49 -0.72 0.94 -0.27
H -4.21 0.79 0.20 0.04
C -0.46 -2.05 0.70 -0.66
H 2.34 -2.36 -1.08 0.12
O -1.04 -2.14 -0.65 -0.18
H 1.30 -0.80 -1.62 0.11
H -0.94 3.04 -3.22 0.09
B -1.84 -0.41 -2.27 -0.34
H 0.06 0.11 0.19 0.15
H -6.07 0.47 0.33 0.09
Br -6.62 -2.07 -1.17 0.56
C 0.30 1.21 2.44 -0.83
C -5.02 -0.08 0.28 -0.17
I -1.71 1.92 1.93 0.94
N 1.94 -0.91 0.56 -0.03
O 2.05 4.98 1.57 0.01
H 2.46 -1.56 1.19 0.11
H -2.44 1.77 -1.47 0.08
C -2.16 1.22 -2.47 -0.17
C -0.84 1.87 -3.23 -0.13
H -3.53 -2.34 -2.28 0.12
H -4.95 -0.25 -2.04 0.11
S 0.52 -3.68 0.93 0.76
O 0.49 -0.25 2.35 -0.17
C 1.38 2.11 1.61 -0.30
C 5.14 -0.29 0.95 -0.15
C 4.87 -1.08 -0.49 -0.24
H -0.71 1.70 5.03 0.02
N -1.51 -2.09 1.82 0.01
H 5.85 -1.01 -1.14 0.11
H -0.30 -1.03 -3.47 0.11
H -2.26 -0.37 -0.03 0.08
H 1.35 2.51 -0.48 0.13
N 1.02 2.96 0.41 0.09
C 1.65 4.33 0.45 -0.18
H 5.23 0.88 0.82 0.08
H 1.34 2.86 4.42 0.04
C -4.91 -0.97 -1.09 -0.68
H -1.00 -2.37 2.70 0.09
H -1.93 -1.15 1.98 0.03
H 3.73 -0.45 -2.49 0.10
C 3.57 -0.44 -1.33 -0.19
C -3.61 -2.00 -1.14 -0.61
H 4.33 -0.52 1.77 0.07
O -1.29 -1.14 -3.43 0.04
O 1.47 0.47 4.90 -0.49
H 4.62 -2.20 -0.23 0.10
C -2.16 -1.22 -0.84 -0.25
```

Results
E_HOMO in eV: -9.12
2S+1: 1
Total charge: 0
E_LUMO in eV: -1.66
Maximum force in eV/Å: 10.10

---

Entry 4:
# C12H34F4N3O6S

6 unconnected molecules or ions with the total composition C12H34F4N3O6S at a distorted geometry (ωB97M-V with the def2-TZVPD basis set, OMol25).

XYZ file:
```
60
Properties=species:S:1:pos:R:3:lowdin_charge:R:1
H 3.38 3.28 -8.15 0.08
O -2.67 2.48 4.06 -0.13
C -3.67 -1.74 1.67 -0.26
H -2.93 3.16 4.69 0.09
H 2.42 -0.21 0.42 0.14
O 1.64 -1.57 -4.36 -0.18
C -2.20 2.56 0.09 -0.12
C 2.73 -0.98 -5.10 -0.14
H 0.92 1.33 1.95 0.02
H 5.09 -2.84 1.89 0.09
F -3.14 -4.03 1.46 0.15
H 2.06 2.11 -8.02 0.08
H 2.36 3.24 -6.69 0.07
H 2.77 -0.22 2.14 0.13
H 0.06 3.42 1.97 0.07
C -0.13 -0.88 0.92 -0.41
H -5.35 -0.94 2.28 0.12
H 2.72 -2.86 1.90 0.15
N 0.00 -0.61 -0.43 -0.30
O 1.39 1.94 2.52 -0.13
H -3.11 0.55 3.62 0.05
C 4.65 -1.91 1.53 -0.02
H -0.72 0.01 -0.79 0.07
C 2.35 -0.82 1.33 -0.10
C -3.41 1.30 4.36 -0.14
C 2.84 2.63 -7.46 -0.15
H 0.78 -1.27 2.65 0.17
H 0.92 3.68 3.49 0.09
C 0.43 2.94 2.87 -0.12
H -3.19 0.92 5.36 0.08
H -3.31 -1.82 2.70 0.16
H -2.43 2.37 1.14 0.07
F 3.04 -2.64 -0.07 -0.06
N 0.94 -1.03 1.68 0.12
H 1.57 -1.66 -1.83 -0.12
H 2.37 -0.45 -5.98 0.07
H 5.16 -1.66 0.59 0.10
H -1.37 -1.08 2.46 0.14
O -0.80 2.33 -0.08 -0.14
H -2.47 3.59 -0.14 0.09
F -5.16 -3.54 2.04 0.17
C 3.16 -2.11 1.23 -0.35
O -4.73 -0.83 1.56 0.02
H -0.41 2.51 3.42 0.06
F -4.52 -3.21 0.01 0.18
H 3.46 -1.73 -5.39 0.08
N -1.36 -0.83 1.48 0.13
H -4.49 1.46 4.27 0.08
H -2.80 1.89 -0.54 0.07
C -4.14 -3.15 1.28 -0.61
H 4.39 2.08 -6.42 0.08
H 3.21 -0.26 -4.44 0.08
H -2.27 -2.08 0.03 0.12
H -2.96 -0.43 0.16 0.13
C -2.55 -1.28 0.72 -0.07
H 1.21 -2.20 -4.94 0.08
S 0.31 -1.96 -1.46 0.87
O 3.69 1.64 -6.90 -0.13
H 4.82 -1.11 2.25 0.09
H -0.56 2.53 -0.99 0.09
```

Results
E_HOMO in eV: -12.14
2S+1: 1
Total charge: +1
E_LUMO in eV: -2.85
Maximum force in eV/Å: 1.11

---

Entry 5:
# C20H25NO5

C20H25NO5 in the gas phase (ωB97M-V with the def2-TZVPD basis set, OMol25).

XYZ file:
```
51
Properties=species:S:1:pos:R:3:lowdin_charge:R:1
O -2.85 2.09 -5.15 -0.13
O -1.18 3.09 1.11 0.09
C 3.39 -1.68 0.10 -0.07
C -3.39 2.52 -3.92 -0.18
H -2.64 2.54 -0.89 0.11
C 2.32 -0.88 -0.25 -0.04
H -4.34 3.00 -4.16 0.13
C 0.20 0.86 2.19 -0.47
C 1.98 -3.01 1.51 -0.27
C -1.56 0.88 -1.69 -0.21
H 3.20 -5.39 1.97 0.10
C 3.24 -2.74 0.97 -0.03
C -0.36 -0.01 -1.49 -0.07
C -0.12 -0.23 0.00 -0.22
C -3.61 1.32 -2.98 -0.12
H -1.02 -0.68 0.44 0.16
C 1.60 1.06 4.07 -0.20
H 2.30 -5.55 3.51 0.09
H 4.37 -1.48 -0.32 0.11
H 3.53 -4.28 3.33 0.10
O 1.70 -4.01 2.39 -0.08
H 1.05 1.57 0.37 0.17
H -0.88 2.08 -4.51 0.13
O -0.64 0.28 2.83 0.14
H 3.07 -0.45 3.66 0.08
C 1.06 -1.13 0.29 -0.18
C -1.82 1.84 -0.76 0.04
H -0.06 -2.41 1.60 0.13
C -1.63 1.41 -4.96 -0.18
C 2.18 -0.33 4.27 -0.06
C 0.90 -2.20 1.16 0.05
H -4.29 0.61 -3.47 0.13
H 0.66 1.17 4.63 0.12
C 0.11 1.11 0.70 -0.10
C -1.02 2.11 0.40 -0.36
H -0.54 -0.98 -1.96 0.13
N -2.35 0.63 -2.76 -0.08
H 1.45 -1.08 3.97 0.07
C 2.75 -4.84 2.81 -0.09
H -2.53 -0.51 -4.49 0.13
H -0.86 -0.32 -3.91 0.12
H -4.04 1.63 -2.04 0.12
H -2.72 3.24 -3.44 0.13
H 4.09 -3.34 1.23 0.10
C -1.81 0.19 -4.04 -0.12
H 2.43 -0.47 5.31 0.08
H -1.30 1.10 -5.95 0.13
O 1.34 1.32 2.69 0.02
H 2.31 1.84 4.38 0.12
H 0.52 0.44 -1.95 0.13
H 2.47 -0.05 -0.92 0.11
```

Results
E_HOMO in eV: -8.25
Structure (SMILES): CCOC(=O)[C@@H]1C(=O)C=C(N2CCOCC2)C[C@H]1c1cccc(OC)c1
2S+1: 1
Total charge: 0
E_LUMO in eV: 0.64
Maximum force in eV/Å: 0.58

---

> Among the records above, which one has the highest total charge?

C12H34F4N3O6S

---

Repeat the fifth record exactly.
# C20H25NO5

C20H25NO5 in the gas phase (ωB97M-V with the def2-TZVPD basis set, OMol25).

XYZ file:
```
51
Properties=species:S:1:pos:R:3:lowdin_charge:R:1
O -2.85 2.09 -5.15 -0.13
O -1.18 3.09 1.11 0.09
C 3.39 -1.68 0.10 -0.07
C -3.39 2.52 -3.92 -0.18
H -2.64 2.54 -0.89 0.11
C 2.32 -0.88 -0.25 -0.04
H -4.34 3.00 -4.16 0.13
C 0.20 0.86 2.19 -0.47
C 1.98 -3.01 1.51 -0.27
C -1.56 0.88 -1.69 -0.21
H 3.20 -5.39 1.97 0.10
C 3.24 -2.74 0.97 -0.03
C -0.36 -0.01 -1.49 -0.07
C -0.12 -0.23 0.00 -0.22
C -3.61 1.32 -2.98 -0.12
H -1.02 -0.68 0.44 0.16
C 1.60 1.06 4.07 -0.20
H 2.30 -5.55 3.51 0.09
H 4.37 -1.48 -0.32 0.11
H 3.53 -4.28 3.33 0.10
O 1.70 -4.01 2.39 -0.08
H 1.05 1.57 0.37 0.17
H -0.88 2.08 -4.51 0.13
O -0.64 0.28 2.83 0.14
H 3.07 -0.45 3.66 0.08
C 1.06 -1.13 0.29 -0.18
C -1.82 1.84 -0.76 0.04
H -0.06 -2.41 1.60 0.13
C -1.63 1.41 -4.96 -0.18
C 2.18 -0.33 4.27 -0.06
C 0.90 -2.20 1.16 0.05
H -4.29 0.61 -3.47 0.13
H 0.66 1.17 4.63 0.12
C 0.11 1.11 0.70 -0.10
C -1.02 2.11 0.40 -0.36
H -0.54 -0.98 -1.96 0.13
N -2.35 0.63 -2.76 -0.08
H 1.45 -1.08 3.97 0.07
C 2.75 -4.84 2.81 -0.09
H -2.53 -0.51 -4.49 0.13
H -0.86 -0.32 -3.91 0.12
H -4.04 1.63 -2.04 0.12
H -2.72 3.24 -3.44 0.13
H 4.09 -3.34 1.23 0.10
C -1.81 0.19 -4.04 -0.12
H 2.43 -0.47 5.31 0.08
H -1.30 1.10 -5.95 0.13
O 1.34 1.32 2.69 0.02
H 2.31 1.84 4.38 0.12
H 0.52 0.44 -1.95 0.13
H 2.47 -0.05 -0.92 0.11
```

Results
E_HOMO in eV: -8.25
Structure (SMILES): CCOC(=O)[C@@H]1C(=O)C=C(N2CCOCC2)C[C@H]1c1cccc(OC)c1
2S+1: 1
Total charge: 0
E_LUMO in eV: 0.64
Maximum force in eV/Å: 0.58

---

> Which formula does entry 1 have?

C3H8O2Si